Computed, not measured: 11 unconnected molecules or ions with the total composition C39H74O33, with the ωB97M-V functional and the def2-TZVPD basis.

**Max |F|**: 2.00 eV/A
**Total charge**: 0
**Energy relative to the best compared isomer or geometry (same formula, charge and spin)**: 0.0 kcal per mole
**E_HOMO**: -10.02 eV
**SMILES**: C[C@H]1COC(=O)O1.C[C@H]1COC(=O)O1.CCOC(=O)OC.CCOC(=O)OC.CCOC(=O)OC.CCOC(=O)OC.COC(=O)OC.COC(=O)OC.COC(=O)OC.COC(=O)OC.COC(=O)OC
**Kohn-Sham gap**: 0.38318 Eh

Each line ends with the Löwdin charge.
Element x y z (Å)
C (-3.98154, 5.40199, -0.42129)  -0.02
C (-2.56010, 5.59223, -0.84858)  -0.29
C (-1.49487, 4.89149, -0.00880)  -0.09
O (-0.55546, 4.40234, -0.95615)  0.07
C (-1.10068, 4.47222, -2.19908)  -0.57
O (-0.55011, 4.02208, -3.16013)  0.15
O (-2.33177, 4.96607, -2.13743)  0.09
H (-4.31050, 4.36777, -0.30915)  0.06
H (-4.72278, 5.87652, -1.06161)  0.10
H (-4.02228, 5.86220, 0.57245)  0.10
H (-2.36270, 6.66154, -0.95755)  0.16
H (-1.96061, 4.08418, 0.56028)  0.10
H (-1.01022, 5.55076, 0.70799)  0.14
C (8.32347, -2.57342, -3.40783)  -0.03
C (7.08469, -2.47971, -2.51090)  -0.28
C (6.48269, -1.04949, -2.38987)  -0.08
O (5.10212, -1.33699, -2.54617)  0.06
C (4.90690, -2.54481, -3.12619)  -0.57
O (3.88333, -2.96006, -3.56795)  0.17
O (6.05067, -3.23724, -3.17089)  0.08
H (8.20169, -2.00583, -4.33356)  0.08
H (8.43638, -3.59805, -3.75890)  0.09
H (9.18209, -2.18677, -2.85949)  0.08
H (7.31034, -3.01937, -1.59118)  0.14
H (6.89431, -0.41547, -3.17796)  0.13
H (6.71961, -0.59660, -1.43411)  0.09
C (-0.21677, 0.36562, 6.50485)  -0.03
O (0.24085, -0.85825, 5.95469)  0.02
C (-0.03661, -1.13085, 4.70131)  -0.62
O (-0.93770, -0.63060, 4.07768)  0.12
O (0.74340, -2.14330, 4.32129)  0.01
C (0.52390, -2.65625, 3.00493)  -0.02
H (0.14024, 0.36274, 7.53268)  0.10
H (-1.29525, 0.50051, 6.61198)  0.09
H (0.15903, 1.24596, 5.98475)  0.08
H (0.81594, -1.87006, 2.30822)  0.08
H (-0.49991, -3.00323, 2.87864)  0.09
H (1.17619, -3.50722, 2.82108)  0.10
C (1.28583, 1.20687, -2.60489)  -0.04
O (1.13383, 0.05404, -3.40711)  0.00
C (0.68828, 0.12793, -4.67952)  -0.61
O (0.65551, -0.83408, -5.37512)  0.16
O (0.35668, 1.38146, -4.96325)  -0.03
C (-0.09528, 1.62940, -6.28753)  -0.04
H (0.41498, 1.84057, -2.48178)  0.08
H (2.13800, 1.81337, -2.93787)  0.10
H (1.73391, 0.88170, -1.66444)  0.07
H (-1.03781, 1.16611, -6.57450)  0.09
H (0.65876, 1.26288, -6.98871)  0.10
H (-0.13477, 2.70820, -6.41596)  0.09
C (1.09909, 6.16965, 4.93641)  -0.04
O (0.37495, 5.58536, 3.86851)  0.00
C (0.13739, 4.27953, 3.92621)  -0.62
O (0.68472, 3.56358, 4.71392)  0.13
O (-0.77084, 4.02159, 2.99012)  0.02
C (-1.12271, 2.64709, 2.88961)  -0.03
H (2.16386, 5.95202, 4.85524)  0.10
H (0.73974, 5.80348, 5.89824)  0.10
H (0.93109, 7.24187, 4.88330)  0.09
H (-0.24182, 2.01132, 2.80854)  0.07
H (-1.68574, 2.46527, 1.97826)  0.06
H (-1.76537, 2.25321, 3.67835)  0.11
C (3.65746, -7.31789, -0.48095)  -0.03
O (4.37448, -6.13222, -0.19644)  -0.03
C (5.67129, -6.02037, -0.49452)  -0.61
O (6.34662, -6.86820, -0.98178)  0.16
O (6.13232, -4.82367, -0.12854)  0.01
C (5.30672, -3.91815, 0.56252)  -0.06
H (2.67819, -7.19179, -0.01485)  0.09
H (4.03186, -8.15182, 0.11896)  0.10
H (3.58365, -7.48483, -1.55015)  0.11
H (5.93185, -3.15890, 1.02947)  0.08
H (4.68213, -4.33229, 1.35545)  0.10
H (4.60978, -3.34531, -0.05441)  0.09
C (-7.09452, 0.15984, -1.35163)  -0.01
O (-5.91306, -0.02138, -2.14032)  0.01
C (-5.29965, 1.04081, -2.61613)  -0.62
O (-5.59355, 2.19208, -2.39228)  0.11
O (-4.23305, 0.60592, -3.29670)  0.00
C (-3.27959, 1.57725, -3.69870)  -0.04
H (-7.76267, 0.89361, -1.79562)  0.10
H (-6.77861, 0.49936, -0.36529)  0.06
H (-7.48443, -0.84532, -1.22965)  0.10
H (-2.92330, 2.26603, -2.93171)  0.08
H (-3.59123, 2.19630, -4.54031)  0.11
H (-2.37238, 1.07206, -4.02925)  0.09
C (-2.73627, 1.10955, -0.01768)  -0.04
C (-2.50092, -0.17894, 0.71448)  -0.18
O (-1.63941, -1.03148, -0.03546)  0.04
C (-0.33245, -0.83137, 0.05551)  -0.61
O (0.21429, 0.12038, 0.55447)  0.12
O (0.20831, -1.80911, -0.65886)  0.00
C (1.62973, -1.91183, -0.77271)  -0.01
H (-1.88673, 1.80242, 0.00132)  0.06
H (-3.54787, 1.74444, 0.35204)  0.08
H (-2.89428, 1.05554, -1.09589)  0.07
H (-3.42595, -0.74183, 0.83391)  0.13
H (-2.09425, 0.00235, 1.71202)  0.10
H (2.18262, -0.99470, -0.60194)  0.07
H (1.87555, -2.31784, -1.75262)  0.09
H (1.93215, -2.68160, -0.05771)  0.09
C (-1.97797, -4.44965, 0.14072)  -0.05
C (-1.35937, -5.23935, -1.01493)  -0.23
O (-0.52315, -4.44572, -1.82049)  0.03
C (-1.00748, -3.69046, -2.83279)  -0.60
O (-0.27501, -3.11691, -3.56062)  0.18
O (-2.33021, -3.77064, -2.86756)  -0.02
C (-3.06573, -2.75860, -3.53883)  -0.02
H (-2.80353, -5.01050, 0.58306)  0.08
H (-2.51239, -3.59612, -0.28311)  0.07
H (-1.19844, -4.12319, 0.82350)  0.06
H (-2.16482, -5.69010, -1.59982)  0.12
H (-0.81723, -6.08995, -0.59914)  0.12
H (-3.38987, -2.01842, -2.80889)  0.09
H (-3.92272, -3.21748, -4.02959)  0.10
H (-2.57423, -2.21968, -4.35047)  0.10
C (2.64373, 1.38847, 2.89165)  -0.04
C (3.27025, 0.70074, 1.70154)  -0.22
O (4.62839, 1.06362, 1.57568)  0.06
C (5.57876, 0.24901, 1.16825)  -0.59
O (5.42590, -0.70597, 0.44775)  0.11
O (6.73557, 0.68146, 1.65820)  0.02
C (7.92873, 0.10117, 1.16807)  -0.04
H (2.79931, 2.46554, 2.82238)  0.08
H (3.05896, 1.10060, 3.85888)  0.09
H (1.58884, 1.10986, 2.88565)  0.05
H (2.75704, 0.96658, 0.77139)  0.11
H (3.13724, -0.38622, 1.74839)  0.12
H (8.75103, 0.36209, 1.82760)  0.10
H (8.20904, 0.47290, 0.17995)  0.09
H (7.82527, -0.98214, 1.10114)  0.09
C (-6.76411, 3.42257, 0.47667)  -0.06
C (-7.57077, 2.62935, 1.49496)  -0.20
O (-6.72102, 2.23257, 2.57081)  0.03
C (-6.12819, 1.03428, 2.58027)  -0.60
O (-6.34432, 0.13628, 1.80623)  0.12
O (-5.32057, 1.00370, 3.61485)  0.03
C (-4.61407, -0.18408, 3.88319)  -0.04
H (-5.95276, 2.84203, 0.03549)  0.05
H (-6.36927, 4.31281, 0.96222)  0.08
H (-7.41764, 3.69224, -0.35551)  0.09
H (-8.10667, 1.74789, 1.13930)  0.12
H (-8.27842, 3.30932, 1.97054)  0.12
H (-5.27450, -1.05308, 3.93329)  0.10
H (-4.24237, -0.14300, 4.90899)  0.10
H (-3.74630, -0.41598, 3.26898)  0.07